A molecular structure, C24H57IN5NbO10P in a non-equilibrium geometry. Source: OMol25; level of theory: wB97M-V/def2-TZVPD.

The geometry in XYZ format:
```
99
Properties=species:S:1:pos:R:3:mulliken_charge:R:1
C 2.307 0.620 0.130 -0.43
C 0.926 1.264 -0.416 0.70
O 1.279 2.148 -1.513 -0.44
P -0.134 2.812 -2.255 0.85
O 0.372 3.940 -3.164 -0.83
C -0.998 1.476 -3.290 -0.28
C -2.102 0.617 -2.502 -0.81
Nb -4.112 1.596 -2.106 -0.84
I -3.565 3.960 -3.532 -0.25
C -4.612 -0.236 -0.793 -0.57
C -5.186 0.198 0.652 -0.34
C -6.728 0.585 0.584 0.52
O -7.530 -0.224 0.096 -0.56
O -7.124 1.847 1.108 -0.51
O -1.115 3.475 -1.047 -0.02
C -0.346 4.332 -0.142 -0.27
C -0.963 5.829 -0.121 -0.94
H 3.021 0.512 -0.764 0.13
H 2.047 -0.387 0.591 -0.07
H 2.751 1.366 0.863 0.20
H 0.397 1.767 0.453 0.02
H 0.303 0.389 -0.787 -0.36
H -0.150 0.739 -3.558 0.18
H -1.353 1.876 -4.305 0.45
H -1.714 0.212 -1.504 0.27
H -2.305 -0.318 -3.149 0.40
H -3.535 2.403 -0.559 0.09
H -5.766 2.253 -1.712 0.14
H -4.821 0.795 -3.603 0.02
H -3.646 -0.824 -0.572 0.24
H -5.352 -0.907 -1.341 0.32
H -5.109 -0.719 1.344 0.26
H -4.570 1.020 1.147 0.23
H -6.345 2.441 1.083 0.34
H 0.755 4.408 -0.436 0.31
H -0.441 3.842 0.894 0.26
H -1.113 6.199 0.956 0.29
H -1.929 5.789 -0.714 0.19
H -0.171 6.515 -0.571 0.26
C -9.482 5.816 -4.414 -1.29
C -8.282 4.928 -4.204 0.80
O -8.385 3.785 -3.786 -0.63
N -7.057 5.446 -4.498 -0.03
C -6.757 6.769 -4.999 -0.88
H -10.389 5.279 -4.141 0.28
H -9.403 6.706 -3.785 0.34
H -9.553 6.106 -5.465 0.35
H -6.288 4.806 -4.338 0.04
H -6.246 6.670 -5.959 0.28
H -6.097 7.268 -4.286 0.27
H -7.656 7.368 -5.133 0.36
C -0.148 -3.206 3.106 -1.57
C 0.831 -2.943 1.992 0.84
O 0.754 -1.950 1.275 -0.60
N 1.822 -3.851 1.798 0.07
C 2.062 -5.072 2.544 -1.08
H -0.882 -2.403 3.147 0.27
H -0.673 -4.147 2.927 0.41
H 0.378 -3.245 4.063 0.38
H 2.444 -3.619 1.038 0.12
H 3.058 -5.019 2.982 0.61
H 2.015 -5.914 1.849 0.31
H 1.331 -5.218 3.336 0.24
C 7.291 1.517 2.016 -1.33
C 5.816 1.566 2.317 0.85
O 5.162 0.558 2.542 -0.64
N 5.216 2.789 2.331 -0.13
C 5.828 4.078 2.089 -0.87
H 7.636 0.484 2.036 0.30
H 7.483 1.927 1.021 0.34
H 7.845 2.083 2.768 0.36
H 4.228 2.755 2.539 0.23
H 5.690 4.701 2.975 0.29
H 5.330 4.544 1.237 0.29
H 6.891 3.991 1.877 0.32
C 1.371 -2.883 -2.487 -0.79
C 2.554 -3.787 -2.269 0.64
O 2.436 -4.927 -1.832 -0.68
N 3.787 -3.296 -2.576 -0.15
C 4.111 -1.985 -3.097 -0.73
H 0.455 -3.399 -2.202 0.30
H 1.470 -1.986 -1.870 -0.04
H 1.300 -2.609 -3.542 0.45
H 4.539 -3.949 -2.408 0.23
H 4.617 -2.108 -4.058 0.28
H 4.784 -1.488 -2.395 0.26
H 3.225 -1.371 -3.237 0.25
C 3.121 -7.252 6.079 -1.29
C 4.101 -6.990 4.966 0.75
O 4.028 -5.999 4.252 -0.66
N 5.092 -7.903 4.771 -0.17
C 5.329 -9.123 5.513 -0.84
H 2.389 -6.447 6.121 0.27
H 2.593 -8.191 5.899 0.37
H 3.645 -7.294 7.036 0.38
H 5.715 -7.671 4.011 0.24
H 6.327 -9.073 5.953 0.29
H 5.280 -9.966 4.821 0.28
H 4.597 -9.268 6.304 0.32
```

- total charge = -1
- calculated total energy (Eh) = -2670.81488
- frontier orbital gap (Eh) = 0.245

***

8 unconnected molecules or ions with the total composition C24H58Br4N4 in a non-equilibrium geometry. Source: OMol25; level of theory: wB97M-V/def2-TZVPD.

The geometry in XYZ format:
```
90
Properties=species:S:1:pos:R:3:mulliken_charge:R:1
N 0.545 0.419 -2.143 1.18
H 0.261 0.458 -1.174 -0.43
H 1.434 0.872 -2.295 -0.04
H -0.036 0.922 -2.798 -0.04
H 0.583 -0.522 -2.508 -0.07
C 0.641 4.513 -1.410 -1.40
C 0.396 3.865 -0.040 0.49
C 0.324 5.009 1.024 -1.11
N 0.215 4.505 2.437 0.48
C 1.558 3.934 2.922 -0.91
C -0.965 3.527 2.599 0.09
C -1.700 3.771 3.887 -0.50
C -0.893 4.775 4.607 -0.72
C -0.155 5.567 3.521 -0.72
H 1.496 5.188 -1.422 0.38
H -0.283 5.013 -1.699 0.36
H 0.800 3.750 -2.173 0.26
H 1.222 3.235 0.289 0.31
H -0.484 3.233 -0.158 -0.05
H -0.529 5.618 0.726 0.38
H 1.162 5.704 0.967 0.42
H 2.424 4.542 2.658 0.35
H 1.688 2.888 2.647 0.28
H 1.644 3.849 4.005 0.41
H -0.386 2.609 2.709 -0.01
H -1.589 3.513 1.706 -0.18
H -1.870 2.847 4.441 0.34
H -2.673 4.104 3.526 0.36
H -0.109 4.381 5.254 0.31
H -1.456 5.400 5.300 0.42
H 0.688 6.145 3.901 0.40
H -0.742 6.295 2.960 0.45
C 4.399 -7.668 0.461 -1.29
C 4.444 -6.145 0.724 -0.26
C 3.418 -5.318 -0.125 -0.86
N 3.640 -3.747 -0.043 0.29
C 3.481 -3.283 1.378 -0.91
C 4.897 -3.308 -0.771 -0.51
C 4.696 -1.814 -1.125 -0.97
C 3.186 -1.644 -1.202 -0.08
C 2.570 -3.097 -0.917 -0.84
H 4.287 -7.870 -0.604 0.34
H 3.529 -8.065 0.985 0.34
H 5.317 -8.164 0.775 0.36
H 5.441 -5.740 0.553 0.34
H 4.189 -5.970 1.770 0.30
H 2.406 -5.455 0.257 0.45
H 3.377 -5.589 -1.179 0.44
H 4.341 -3.642 1.944 0.30
H 2.518 -3.634 1.750 0.34
H 3.490 -2.196 1.449 0.43
H 5.802 -3.466 -0.183 0.45
H 5.057 -4.044 -1.559 0.45
H 5.161 -1.086 -0.459 0.34
H 5.229 -1.668 -2.064 0.32
H 2.967 -0.939 -0.401 -0.04
H 2.801 -1.286 -2.157 0.41
H 1.644 -3.171 -0.347 0.44
H 2.434 -3.612 -1.868 0.39
C -3.947 2.849 0.150 -1.48
C -4.626 1.687 -0.413 -0.27
C -3.572 0.452 -0.376 -0.42
N -4.069 -0.839 -1.074 0.09
C -5.231 -1.365 -0.255 -1.01
C -2.879 -1.888 -1.173 0.00
C -3.295 -2.842 -2.315 -0.64
C -4.416 -2.091 -3.082 -0.69
C -4.444 -0.670 -2.546 -0.55
H -3.851 2.862 1.236 0.34
H -4.657 3.671 0.054 0.51
H -3.131 3.319 -0.397 0.36
H -4.927 1.934 -1.431 0.33
H -5.541 1.498 0.149 0.33
H -3.275 0.108 0.614 0.41
H -2.685 0.741 -0.939 0.05
H -4.871 -1.587 0.749 0.33
H -5.547 -2.333 -0.643 0.45
H -6.081 -0.686 -0.324 0.31
H -2.836 -2.287 -0.159 0.43
H -2.012 -1.295 -1.462 -0.07
H -3.598 -3.798 -1.887 0.28
H -2.461 -3.047 -2.986 0.34
H -5.382 -2.576 -2.942 0.30
H -4.208 -1.977 -4.146 0.46
H -5.397 -0.144 -2.581 0.44
H -3.679 -0.009 -2.954 0.32
Br -1.444 2.131 -4.092 -0.86
Br 0.381 -2.103 -4.218 -0.78
Br 3.630 1.715 -2.790 -0.85
Br 0.117 0.262 0.931 -0.88
```

- total charge = 0
- calculated total energy (Eh) = -11464.25089
- frontier orbital gap (Eh) = 0.219
- relative energy (zero: lowest compared OMol25 entry of this formula, charge and spin) (kJ/mol) = 257.1

***

4 unconnected molecules or ions with the total composition C24H58BrN3O2 in a non-equilibrium geometry. Source: OMol25; level of theory: wB97M-V/def2-TZVPD.

The geometry in XYZ format:
```
88
Properties=species:S:1:pos:R:3:lowdin_spin:R:1
Br -0.573 -0.144 1.187 0.03
C -2.868 0.144 -5.144 0.01
C -1.937 -0.436 -4.046 0.02
N -0.992 0.584 -3.287 0.01
C -0.047 -0.263 -2.401 0.07
C -0.042 1.444 -4.248 0.04
C 1.104 0.806 -5.118 0.08
C -1.867 1.501 -2.353 0.01
C -1.082 2.497 -1.502 0.01
O -2.018 3.289 -0.924 0.00
C -1.308 4.153 0.040 0.00
H -2.257 0.672 -5.876 0.00
H -3.365 1.015 -4.717 0.00
H -3.516 -0.486 -5.753 0.00
H -1.449 -1.339 -4.413 0.01
H -2.698 -0.707 -3.314 0.01
H -0.733 -0.737 -1.700 0.00
H 0.693 0.371 -1.913 0.05
H 0.550 -0.961 -2.988 0.05
H 0.455 2.092 -3.527 0.03
H -0.497 2.211 -4.874 0.00
H 1.578 1.639 -5.637 0.01
H 0.657 0.237 -5.934 0.00
H 1.808 0.272 -4.481 0.05
H -2.303 0.764 -1.679 0.00
H -2.513 2.093 -3.002 0.00
H -0.397 3.161 -2.028 0.01
H -0.513 1.943 -0.755 0.00
H -2.064 4.742 0.558 0.00
H -0.608 4.858 -0.407 0.00
H -0.787 3.506 0.746 0.00
C 4.688 0.262 0.794 0.08
C 4.853 1.463 1.696 0.01
N 3.497 1.926 2.370 0.00
C 3.054 0.844 3.341 0.01
C 3.982 3.106 3.189 0.00
C 2.868 3.853 3.987 0.00
C 2.280 2.115 1.419 0.01
C 2.688 3.149 0.332 0.04
O 2.763 4.391 0.918 0.01
C 3.253 5.377 0.001 0.01
H 4.508 -0.680 1.312 0.01
H 5.697 0.183 0.391 0.01
H 3.926 0.237 0.015 0.06
H 5.280 2.229 1.048 0.01
H 5.606 1.395 2.481 0.00
H 2.880 -0.133 2.890 0.00
H 2.118 1.179 3.788 0.00
H 3.888 0.828 4.042 0.00
H 4.672 3.783 2.685 0.00
H 4.761 2.759 3.868 0.00
H 2.098 4.278 3.343 0.00
H 3.214 4.604 4.698 0.00
H 2.362 3.077 4.560 0.00
H 1.359 2.464 1.884 0.00
H 2.089 1.117 1.025 0.01
H 1.911 3.212 -0.429 0.02
H 3.614 2.972 -0.215 0.03
H 4.152 5.003 -0.491 0.01
H 3.394 6.414 0.307 0.00
H 2.543 5.428 -0.825 0.01
C -4.077 -5.804 4.268 0.00
C -4.084 -5.047 2.954 0.00
C -2.641 -4.859 2.386 0.00
N -2.489 -3.911 1.168 0.00
C -3.232 -2.538 1.389 0.01
C -0.937 -3.910 0.795 0.01
C -0.859 -3.811 -0.721 0.03
C -2.394 -3.862 -1.250 0.01
C -3.128 -4.528 -0.135 0.00
H -3.862 -6.866 4.147 0.00
H -5.060 -5.833 4.737 0.00
H -3.274 -5.474 4.927 0.00
H -4.690 -4.142 2.909 0.00
H -4.642 -5.650 2.237 0.00
H -2.316 -5.801 1.944 0.00
H -1.919 -4.476 3.107 0.00
H -2.827 -1.955 2.216 0.00
H -4.287 -2.797 1.471 0.00
H -3.060 -1.904 0.519 0.00
H -0.582 -3.033 1.336 0.00
H -0.447 -4.865 0.985 0.00
H -0.564 -2.875 -1.197 0.01
H -0.246 -4.623 -1.111 0.01
H -2.989 -2.954 -1.351 0.00
H -2.568 -4.300 -2.233 0.01
H -4.200 -4.333 -0.175 0.00
H -3.037 -5.607 -0.252 0.00
```

- expectation value of S² = 0.751
- total charge = +1
- calculated total energy (Eh) = -3837.45317
- 2S+1 = 2
- frontier orbital gap (spin up / spin down) (Eh) = 0.082 / 0.308

***

7 unconnected molecules or ions with the total composition C24H58Cl6O14P2 in a non-equilibrium geometry. Source: OMol25; level of theory: wB97M-V/def2-TZVPD.

The geometry in XYZ format:
```
104
Properties=species:S:1:pos:R:3:mulliken_charge:R:1
C 31.098 14.021 -8.666 -0.69
O 30.312 13.721 -9.771 -0.26
P 30.979 13.293 -11.192 1.03
O 31.823 12.074 -11.140 -0.65
O 29.604 13.256 -12.108 -0.33
C 29.853 12.676 -13.422 -0.73
O 31.726 14.666 -11.821 -0.33
C 31.162 15.987 -11.587 -0.75
H 31.561 13.132 -8.236 0.28
H 30.431 14.508 -7.955 0.25
H 31.857 14.770 -8.894 0.32
H 29.430 13.218 -14.268 0.28
H 29.182 11.822 -13.518 0.26
H 30.864 12.281 -13.515 0.35
H 30.982 16.481 -12.542 0.32
H 31.682 16.776 -11.044 0.32
H 30.223 15.973 -11.034 0.32
C 27.439 24.174 -27.644 -0.70
O 28.711 24.081 -27.025 -0.28
P 29.288 22.721 -26.416 0.96
O 29.377 21.549 -27.328 -0.66
O 28.439 22.485 -25.008 -0.25
C 28.768 21.389 -24.175 -0.68
O 30.717 23.127 -25.756 -0.28
C 31.869 22.305 -25.702 -0.67
H 26.812 24.667 -26.901 0.29
H 26.935 23.251 -27.928 0.32
H 27.382 24.754 -28.566 0.28
H 28.829 20.435 -24.699 0.31
H 27.952 21.284 -23.460 0.29
H 29.709 21.494 -23.635 0.25
H 31.954 21.814 -24.733 0.26
H 32.781 22.884 -25.845 0.23
H 31.761 21.484 -26.411 0.34
C 18.995 24.442 -3.838 -0.74
O 19.671 25.313 -4.779 -0.28
C 20.250 26.487 -4.107 -0.48
C 20.416 27.671 -5.256 -0.65
O 21.087 27.388 -6.484 -0.33
C 22.496 27.070 -6.417 -0.37
C 22.989 27.176 -7.883 -0.59
O 23.310 25.944 -8.505 -0.42
C 22.247 25.291 -9.283 -0.66
H 18.147 25.021 -3.473 0.31
H 19.643 24.025 -3.066 0.29
H 18.631 23.571 -4.383 0.23
H 21.283 26.227 -3.877 0.27
H 19.708 26.880 -3.246 0.44
H 21.074 28.473 -4.923 0.45
H 19.422 28.086 -5.421 0.31
H 22.516 26.013 -6.151 0.27
H 23.108 27.633 -5.712 0.46
H 23.799 27.893 -8.020 0.34
H 22.270 27.575 -8.598 0.32
H 21.548 24.774 -8.625 0.25
H 22.779 24.672 -10.005 0.25
H 21.623 25.953 -9.884 0.31
C 20.065 19.716 -17.701 -0.78
O 19.854 19.317 -19.065 -0.33
C 18.473 19.377 -19.504 -0.49
C 18.027 18.198 -20.396 -0.34
O 18.259 17.001 -19.743 -0.39
C 17.206 16.540 -18.907 -0.54
C 15.855 16.175 -19.638 -0.47
O 15.080 17.315 -19.706 -0.30
C 13.845 17.117 -20.345 -0.84
H 19.826 20.758 -17.485 0.34
H 21.110 19.633 -17.404 0.27
H 19.466 19.224 -16.935 0.32
H 18.172 20.321 -19.958 0.36
H 17.894 19.380 -18.580 0.28
H 18.678 18.068 -21.261 0.29
H 16.978 18.318 -20.669 0.27
H 17.101 17.293 -18.126 0.32
H 17.671 15.627 -18.536 0.31
H 15.300 15.454 -19.037 0.49
H 16.129 15.838 -20.637 0.30
H 13.256 16.284 -19.961 0.35
H 13.937 17.295 -21.417 0.30
H 13.279 17.939 -19.907 0.27
Cl 33.499 26.944 -9.163 -0.19
C 34.119 25.690 -10.154 -0.36
C 33.033 25.320 -11.237 -0.43
Cl 33.040 26.067 -12.867 -0.18
H 34.543 24.950 -9.475 0.30
H 34.967 26.167 -10.647 0.26
H 32.045 25.368 -10.778 0.33
H 33.230 24.279 -11.494 0.26
Cl 28.649 21.633 -17.257 -0.19
C 29.067 23.328 -17.671 -0.33
C 27.846 24.171 -17.504 -0.49
Cl 26.720 24.019 -18.859 -0.18
H 29.402 23.463 -18.699 0.30
H 29.842 23.652 -16.975 0.26
H 28.087 25.229 -17.396 0.30
H 27.197 23.973 -16.651 0.33
Cl 30.776 30.345 -23.141 -0.17
C 29.178 29.724 -22.735 -0.38
C 29.459 28.414 -22.168 -0.47
Cl 30.185 28.690 -20.574 -0.19
H 28.680 29.508 -23.680 0.26
H 28.706 30.428 -22.050 0.32
H 30.172 27.891 -22.806 0.33
H 28.580 27.775 -22.085 0.30
```

- total charge = 0
- calculated total energy (Eh) = -5446.35032
- frontier orbital gap (Eh) = 0.357

***

7 unconnected molecules or ions with the total composition C24H58F12N4O6P3 in a non-equilibrium geometry. Source: OMol25; level of theory: wB97M-V/def2-TZVPD.

The geometry in XYZ format:
```
107
Properties=species:S:1:pos:R:3:lowdin_spin:R:1
N -3.111 -0.847 0.688 0.00
H -2.381 -1.295 0.152 0.00
H -3.871 -1.509 0.760 0.00
H -3.354 0.054 0.302 0.00
H -2.787 -0.777 1.642 0.00
N -4.102 2.154 1.470 0.00
O -4.499 2.523 2.538 0.00
O -2.941 2.011 1.147 0.00
O -4.935 1.916 0.595 0.00
N -6.654 -1.585 1.555 0.00
O -7.209 -0.470 1.483 0.00
O -7.185 -2.585 2.095 0.00
O -5.495 -1.683 1.106 0.00
C 1.058 -5.807 -2.591 0.00
C 0.863 -5.301 -1.184 0.00
C 2.033 -4.438 -0.722 0.00
C 1.727 -3.915 0.736 0.00
P 2.491 -2.251 1.153 0.00
C 3.643 -1.608 -0.079 0.00
C 4.740 -2.551 -0.570 0.00
C 5.910 -1.705 -1.128 0.00
C 7.059 -2.596 -1.593 0.00
C 1.197 -1.100 1.503 0.00
C 1.647 0.354 1.492 0.00
C 0.443 1.240 1.837 0.00
C 0.625 2.723 1.412 0.00
C 3.423 -2.569 2.704 0.00
C 2.690 -2.384 4.080 0.00
C 3.478 -2.776 5.358 0.00
C 4.877 -2.036 5.401 0.00
H 0.857 -5.036 -3.335 0.00
H 0.475 -6.703 -2.804 0.00
H 2.123 -6.006 -2.709 0.00
H 0.804 -6.266 -0.681 0.00
H -0.069 -4.767 -1.000 0.00
H 2.130 -3.667 -1.486 0.00
H 3.014 -4.913 -0.731 0.00
H 2.000 -4.568 1.564 0.00
H 0.659 -3.766 0.893 0.00
H 4.123 -0.679 0.231 0.00
H 2.900 -1.388 -0.846 0.00
H 4.402 -3.380 -1.193 0.00
H 5.119 -3.201 0.218 0.00
H 6.228 -0.858 -0.521 0.00
H 5.555 -1.163 -2.004 0.00
H 6.701 -3.421 -2.210 0.00
H 7.680 -2.950 -0.770 0.00
H 7.677 -1.968 -2.234 0.00
H 0.783 -1.381 2.471 0.00
H 0.490 -1.431 0.742 0.00
H 2.136 0.597 0.549 0.00
H 2.374 0.669 2.241 0.00
H 0.126 1.072 2.866 0.00
H -0.474 0.884 1.369 0.00
H -0.288 3.318 1.434 0.00
H 1.155 2.797 0.462 0.00
H 1.288 3.209 2.128 0.00
H 4.228 -1.834 2.694 0.00
H 3.910 -3.543 2.641 0.00
H 1.744 -2.926 4.082 0.00
H 2.331 -1.358 4.155 0.00
H 3.461 -3.845 5.570 0.00
H 2.901 -2.563 6.258 0.00
H 5.286 -2.241 6.391 0.00
H 4.758 -1.002 5.075 0.00
H 5.493 -2.681 4.775 0.00
C -1.665 2.343 -1.543 0.00
C -1.908 3.908 -1.706 0.01
C -2.920 4.278 -2.824 0.02
N -3.167 5.807 -3.049 0.00
C -3.967 6.221 -1.796 0.04
C -3.794 6.160 -4.387 0.07
C -3.294 7.593 -4.709 0.17
C -2.352 8.030 -3.558 0.17
C -1.884 6.657 -3.075 0.10
H -2.511 1.715 -1.265 0.00
H -1.091 2.149 -0.637 0.00
H -1.074 1.839 -2.309 0.00
H -0.944 4.264 -2.069 0.00
H -2.139 4.347 -0.735 0.00
H -3.921 3.934 -2.563 0.00
H -2.646 3.832 -3.781 0.01
H -4.299 7.258 -1.849 0.03
H -3.399 6.117 -0.872 0.01
H -4.852 5.595 -1.680 0.00
H -4.875 6.067 -4.278 0.02
H -3.367 5.478 -5.123 0.03
H -4.152 8.255 -4.825 0.05
H -2.692 7.659 -5.615 0.07
H -2.843 8.639 -2.799 0.04
H -1.560 8.640 -3.991 0.08
H -1.486 6.856 -2.080 0.03
H -1.150 6.092 -3.650 0.05
P -1.026 -1.563 -2.326 0.00
F -0.825 -0.597 -3.682 0.00
F -0.606 -0.289 -1.387 0.00
F -2.581 -1.154 -2.140 0.00
F -1.191 -2.490 -0.926 0.00
F -1.462 -2.865 -3.292 0.00
F 0.538 -2.011 -2.473 0.00
P -1.790 -3.308 3.345 0.00
F -1.670 -3.047 4.967 0.00
F -2.296 -4.840 3.566 0.00
F -3.226 -2.670 3.302 0.00
F -1.886 -3.436 1.728 0.00
F -1.238 -1.828 3.192 0.00
F -0.250 -3.859 3.266 0.00
```

- expectation value of S² = 0.750
- total charge = -2
- calculated total energy (Eh) = -3842.30026
- 2S+1 = 2
- frontier orbital gap (spin up / spin down) (Eh) = 0.064 / 0.199